ORCA calculation (ωB97M-V/def2-TZVPD) on a gas-phase ion, C4H10N2P (charge +1) at a distorted geometry.

Each atom is followed by the atoms it is bonded to, with distances in Å.
Atoms and positions in Å:
1 C 2.969 0.668 -0.122  C2 1.328, H8 1.045, H9 1.070
2 C 1.658 0.879 -0.107  C1 1.328, N5 1.400, H10 1.094
3 C -0.717 0.372 0.039  N5 1.514, N6 1.281, H11 1.036
4 C -3.067 0.121 -0.035  N6 1.429, H12 1.045, H13 1.152, H14 1.063
5 N 0.708 -0.137 0.061  C2 1.400, C3 1.514, P7 1.768
6 N -1.738 -0.402 0.020  C3 1.281, C4 1.429, H15 0.972
7 P 1.036 -1.873 0.098  N5 1.768, H16 1.409, H17 1.363
8 H 3.493 1.559 -0.276  C1 1.045
9 H 3.168 -0.383 -0.117  C1 1.070
10 H 1.134 1.837 -0.059  C2 1.094
11 H -0.771 1.384 0.252  C3 1.036
12 H -3.502 0.139 -0.985  C4 1.045
13 H -3.002 1.213 0.323  C4 1.152
14 H -3.818 -0.451 0.454  C4 1.063
15 H -1.608 -1.350 -0.148  N6 0.972
16 H 2.239 -1.695 -0.611  P7 1.409
17 H 1.820 -1.880 1.213  P7 1.363

The relative energy (zero: lowest compared OMol25 entry of this formula, charge and spin) comes out at 38.6 kcal per mole. As for the total charge: +1. The calculation puts the total energy at -16570.188 eV. Its SMILES is C=CN(P)/C=[NH+]/C. For the HOMO-LUMO gap, the calculation gives 8.67 eV. The value obtained for the strongest force on any atom is 7.23 eV/A. For the HOMO energy, the calculation gives -13.08 eV.

***

ORCA calculation (ωB97M-V/def2-TZVPD) on a single C4H10N2S molecule at a distorted geometry.

Each atom is followed by the atoms it is bonded to, with distances in Å.
Atoms and positions in Å:
1 C -0.941 -1.845 -0.424  C2 1.538, H5 1.108, H6 1.096, H7 1.079
2 C -0.905 -0.368 -0.851  C1 1.538, C3 1.554, H8 1.089, H9 1.087
3 C -0.369 0.628 0.216  C2 1.554, N15 1.260, S17 1.751
4 C 2.142 0.458 -0.843  H10 1.081, H11 1.085, H12 1.097, S17 1.799
5 H -1.883 -2.045 0.125  C1 1.108
6 H -0.137 -2.080 0.283  C1 1.096
7 H -0.761 -2.541 -1.228  C1 1.079
8 H -0.343 -0.244 -1.775  C2 1.089
9 H -1.910 -0.024 -1.083  C2 1.087
10 H 3.023 1.005 -1.148  C4 1.081
11 H 1.680 0.087 -1.751  C4 1.085
12 H 2.277 -0.459 -0.255  C4 1.097
13 H 0.241 1.614 2.347  N16 0.995
14 H -1.287 1.577 3.062  N16 1.063
15 N -1.139 0.837 1.190  C3 1.260, N16 1.416
16 N -0.729 1.765 2.178  H13 0.995, H14 1.063, N15 1.416
17 S 1.041 1.634 -0.043  C3 1.751, C4 1.799

The relative energy (zero: lowest compared OMol25 entry of this formula, charge and spin) comes out at 29.4 kcal per mole. The calculation puts the total energy at -18124.310 eV. Its SMILES is CC/C(=N/N)SC. For the HOMO-LUMO gap, the calculation gives 9.11 eV. The value obtained for the strongest force on any atom is 2.25 eV/A. For the HOMO energy, the calculation gives -8.35 eV.

***

ORCA calculation (ωB97M-V/def2-TZVPD) on a single C4H10N2S molecule at a distorted geometry.

Each atom is followed by the atoms it is bonded to, with distances in Å.
Atoms and positions in Å:
1 C -2.216 -0.523 -1.070  H5 1.095, H6 1.111, H7 1.075, S17 1.812
2 C 1.408 -0.290 -1.063  H8 1.113, H9 1.110, H10 1.075, N15 1.484
3 C 0.139 0.598 0.906  C4 1.501, N15 1.391, N16 1.279
4 C 1.239 -0.031 1.709  C3 1.501, H11 1.106, H12 1.075, H13 1.075
5 H -3.104 -0.422 -1.702  C1 1.095
6 H -2.538 -0.548 -0.007  C1 1.111
7 H -1.687 -1.421 -1.335  C1 1.075
8 H 1.331 -1.400 -1.032  C2 1.113
9 H 2.372 -0.003 -0.594  C2 1.110
10 H 1.390 0.020 -2.093  C2 1.075
11 H 2.179 0.473 1.418  C4 1.106
12 H 1.045 0.122 2.755  C4 1.075
13 H 1.283 -1.088 1.520  C4 1.075
14 H -1.328 1.847 0.899  N16 1.042
15 N 0.206 0.336 -0.459  C2 1.484, C3 1.391, S17 1.703
16 N -0.597 1.443 1.522  C3 1.279, H14 1.042
17 S -1.120 0.887 -1.374  C1 1.812, N15 1.703

The relative energy (zero: lowest compared OMol25 entry of this formula, charge and spin) comes out at 17.4 kcal per mole. The calculation puts the total energy at -18124.832 eV. Its SMILES is [H]/N=C(/C)N(C)SC. For the HOMO-LUMO gap, the calculation gives 9.53 eV. The value obtained for the strongest force on any atom is 1.69 eV/A. For the HOMO energy, the calculation gives -8.76 eV.

***

ORCA calculation (ωB97M-V/def2-TZVPD) on a gas-phase ion, C4H10N3 (charge +1) at a distorted geometry.

Each atom is followed by the atoms it is bonded to, with distances in Å.
Atoms and positions in Å:
1 C -0.645 -1.234 0.438  C2 1.529, N6 1.469, H8 1.132, H9 1.101
2 C 0.677 -1.167 -0.327  C1 1.529, N7 1.380, H10 1.098, H11 1.151
3 C 1.249 1.058 0.031  N5 1.574, N7 1.425, H12 1.162, H13 1.114
4 C -1.465 1.013 -0.033  N5 1.321, N6 1.373, H14 1.082
5 N -0.254 1.515 0.127  C3 1.574, C4 1.321, H15 1.047
6 N -1.657 -0.342 -0.145  C1 1.469, C4 1.373, H16 0.991
7 N 1.664 -0.304 0.105  C2 1.380, C3 1.425, H17 1.041
8 H -1.068 -2.283 0.388  C1 1.132
9 H -0.517 -1.018 1.509  C1 1.101
10 H 1.020 -2.205 -0.433  C2 1.098
11 H 0.352 -0.965 -1.412  C2 1.151
12 H 1.399 1.408 -1.067  C3 1.162
13 H 1.949 1.679 0.636  C3 1.114
14 H -2.238 1.737 -0.251  C4 1.082
15 H -0.234 2.562 0.140  N5 1.047
16 H -2.303 -0.831 -0.715  N6 0.991
17 H 2.071 -0.623 1.008  N7 1.041

The relative energy (zero: lowest compared OMol25 entry of this formula, charge and spin) comes out at 38.7 kcal per mole. As for the total charge: +1. The calculation puts the total energy at -8772.919 eV. Its SMILES is C1=[NH+]CCNCN1. For the HOMO-LUMO gap, the calculation gives 9.82 eV. The value obtained for the strongest force on any atom is 4.61 eV/A. For the HOMO energy, the calculation gives -13.55 eV.

***

ORCA calculation (ωB97M-V/def2-TZVPD) on 2 unconnected molecules or ions with the total composition C4H10N3 at a distorted geometry.

Each atom is followed by the atoms it is bonded to, with distances in Å.
Atoms and positions in Å:
1 C 2.076 2.491 1.147  C2 1.197, H8 1.094
2 C 2.313 2.447 -0.026  C1 1.197, H9 1.014
3 C -1.322 0.610 -0.214  N5 1.326, N6 1.345, H10 1.103
4 C -0.077 -2.798 -0.455  N7 1.438, H11 1.165, H12 1.144, H13 1.140
5 N -0.657 -0.514 0.015  C3 1.326, N7 1.376, H14 1.005
6 N -0.724 1.793 0.012  C3 1.345, H15 0.981, H16 1.088
7 N -1.087 -1.795 -0.252  C4 1.438, N5 1.376, H17 1.037
8 H 1.751 2.144 2.133  C1 1.094
9 H 2.655 2.235 -0.956  C2 1.014
10 H -2.409 0.548 -0.394  C3 1.103
11 H -0.472 -3.570 -1.232  C4 1.165
12 H 0.825 -2.265 -0.915  C4 1.144
13 H 0.163 -3.450 0.449  C4 1.140
14 H 0.124 -0.558 0.645  N5 1.005
15 H -1.314 2.575 -0.031  N6 0.981
16 H 0.269 1.822 0.456  N6 1.088
17 H -2.113 -1.716 -0.382  N7 1.037

The relative energy (zero: lowest compared OMol25 entry of this formula, charge and spin) comes out at 115.9 kcal per mole. As for the total charge: +1. The calculation puts the total energy at -8769.573 eV. For the HOMO-LUMO gap, the calculation gives 8.99 eV. The value obtained for the strongest force on any atom is 2.80 eV/A. For the HOMO energy, the calculation gives -12.75 eV.

***

ORCA calculation (ωB97M-V/def2-TZVPD) on 2 unconnected molecules or ions with the total composition C4H10N3 at a distorted geometry.

Each atom is followed by the atoms it is bonded to, with distances in Å.
Atoms and positions in Å:
1 C 1.828 -1.191 0.033  C2 1.369, N5 1.528, H8 1.071
2 C 3.031 -0.581 -0.199  C1 1.369, N6 1.393, H9 1.092
3 C 1.782 1.364 0.152  N5 1.411, N6 1.357, H10 1.080
4 C -2.314 -0.134 -0.603  N7 1.493, H11 1.060, H12 1.151, H13 1.110
5 N 1.148 0.128 0.398  C1 1.528, C3 1.411, H14 1.092
6 N 2.995 0.808 -0.089  C2 1.393, C3 1.357, H15 1.026
7 N -1.667 -0.245 0.737  C4 1.493, H16 0.984, H17 1.078
8 H 1.284 -2.111 -0.023  C1 1.071
9 H 3.985 -1.102 -0.090  C2 1.092
10 H 1.519 2.407 0.255  C3 1.080
11 H -3.328 0.171 -0.637  C4 1.060
12 H -1.760 0.615 -1.279  C4 1.151
13 H -2.351 -1.047 -1.233  C4 1.110
14 H 0.171 -0.082 0.839  N5 1.092
15 H 3.869 1.264 -0.372  N6 1.026
16 H -1.551 -1.214 0.863  N7 0.984
17 H -2.480 -0.092 1.428  N7 1.078

The relative energy (zero: lowest compared OMol25 entry of this formula, charge and spin) comes out at 63.4 kcal per mole. As for the total charge: +1. The calculation puts the total energy at -8771.848 eV. For the HOMO-LUMO gap, the calculation gives 10.40 eV. The value obtained for the strongest force on any atom is 7.71 eV/A. For the HOMO energy, the calculation gives -14.00 eV.

***

Look up the relative energy (zero: lowest compared OMol25 entry of this formula, charge and spin) of the fifth one. 115.9 kcal per mole